# 1
# C9H23NSi

A cluster of 2 separate species, C9H23NSi in total (wB97M-V/def2-TZVPD, the OMol25 dataset).

```
34
Properties=species:S:1:pos:R:3:forces:R:3:nbo_charge:R:1
C 0.24000 1.98881 0.29140 -0.5 2.8 -0.3 -0.590
C 2.12354 -0.12754 3.29819 -1.5 -1.5 -1.2 -0.599
C 1.54750 -1.21066 -1.48344 1.5 -0.4 2.0 -0.599
C -3.10348 1.15952 -0.53619 0.4 -0.4 0.9 -1.131
C -1.90611 -0.78238 -2.83519 1.8 -1.3 -4.5 -1.235
C 1.49715 1.25799 0.38980 0.5 -2.5 -1.6 -0.480
C 0.90103 -0.44491 2.22389 3.0 -2.8 1.7 -0.463
C 2.04624 -1.25678 0.05385 0.1 1.3 -1.2 -0.463
C 1.39127 -0.19827 0.85411 -0.7 1.0 -0.6 0.132
N -2.37633 -1.58172 -0.13998 0.4 -2.9 -1.5 -1.314
Si -1.90163 -0.19954 -1.09594 0.5 0.0 1.2 1.431
H -0.37695 1.70568 1.12798 -0.9 0.5 0.0 0.200
H -0.14550 1.74993 -0.67139 -1.2 -0.6 -0.4 0.209
H 0.38670 3.12304 0.12821 -0.1 -1.4 1.1 0.202
H 1.76592 -0.19379 4.30595 -0.4 0.5 0.6 0.206
H 2.52687 0.79920 3.01810 0.6 1.5 0.2 0.196
H 2.94001 -0.86918 3.28432 -0.5 0.1 -0.6 0.202
H 1.60600 -0.15344 -1.83716 -0.1 -1.2 -0.1 0.205
H 0.52924 -1.57290 -1.40980 -0.2 0.1 -0.5 0.206
H 2.19208 -1.93873 -2.02545 -0.5 0.8 -0.1 0.207
H -3.01439 2.14646 -0.92659 0.2 0.6 -1.0 0.239
H -4.00423 0.68148 -0.88801 -0.9 0.3 0.3 0.232
H -3.11161 1.39040 0.56121 -0.1 -0.9 -0.8 0.246
H -2.47768 -0.26530 -3.71273 0.6 -0.8 1.9 0.257
H -0.79196 -0.79397 -3.32690 -2.3 0.5 1.5 0.256
H -2.05502 -1.91699 -2.96575 -0.4 1.5 0.5 0.250
H 1.84442 1.28011 -0.64589 0.8 -0.2 0.3 0.198
H 2.20128 1.76068 0.95064 1.7 1.2 1.5 0.199
H 0.74235 -1.56173 2.49368 -0.2 1.6 -1.1 0.202
H -0.00364 0.05962 2.41978 -0.9 0.9 0.7 0.206
H 1.75884 -2.18107 0.52176 0.3 -0.8 -0.1 0.206
H 3.15368 -1.08145 0.11570 -0.6 -0.5 -0.2 0.200
H -2.27077 -1.45142 0.83840 0.0 -0.1 0.9 0.384
H -2.16966 -2.63786 -0.40057 -0.5 3.3 0.7 0.403
```
Positions in Å, forces in eV/Å.

## Properties
lowest unoccupied orbital energy (spin up / spin down): 0.482 / 0.877 eV
E_tot: -700.80591 hartree
largest force on an atom: 5.1 eV/Å
total charge: 0
ΔE to the lowest compared entry with this formula, charge and spin: 4.279 eV

---

# 2
# C23H40BCl3F4N7O5

A cluster of 8 separate species, C23H40BCl3F4N7O5 in total (wB97M-V/def2-TZVPD, the OMol25 dataset).

```
83
Properties=species:S:1:pos:R:3:forces:R:3:mulliken_spin:R:1
C -0.86407 0.38719 -4.36056 0.4 -0.2 -0.2 -0.016
N -0.77203 1.33181 -3.26628 -2.2 0.7 0.5 0.117
C 0.41587 1.61748 -2.67973 -0.7 1.4 2.4 0.044
C 0.42816 2.30294 -1.43761 -0.3 -0.8 -1.9 0.104
C -0.78076 2.59530 -0.75144 1.1 0.6 1.4 0.037
C -1.99762 2.21938 -1.36483 0.8 0.0 -1.9 0.087
C -1.99130 1.71219 -2.69034 1.2 0.5 3.4 0.025
C -0.67689 3.25948 0.58423 -0.9 -1.3 -1.9 0.097
C 0.37124 4.18749 0.85130 -0.3 -0.3 2.2 0.072
C 0.38341 4.74400 2.11434 1.5 0.7 -1.4 0.074
N -0.51890 4.52835 3.08038 -0.1 0.4 1.4 0.154
C -1.49717 3.63843 2.87727 -1.6 -2.7 -2.9 0.094
C -1.62642 2.96649 1.63160 1.0 2.1 1.5 0.018
C -0.48820 5.26785 4.35547 -0.7 0.0 0.0 -0.005
H -1.04300 -0.60333 -3.94229 0.2 -0.1 0.0 0.011
H 0.09032 0.44388 -4.88405 -0.2 -0.3 -0.3 0.003
H -1.70225 0.61145 -5.02030 0.2 0.3 0.0 0.003
H 1.30573 1.26306 -3.17868 0.0 0.0 0.0 0.004
H 1.35360 2.51131 -0.92134 0.2 -0.1 -0.3 -0.002
H -2.86761 2.50579 -0.79256 -0.5 -0.3 -0.6 0.004
H -2.95705 1.51597 -3.13217 0.4 -0.4 -0.6 0.007
H 1.20840 4.36624 0.19281 -0.2 0.1 -0.1 0.013
H 1.12786 5.44731 2.45718 0.3 0.0 -0.5 0.009
H -2.19377 3.38621 3.66309 0.1 0.3 0.2 0.018
H -2.42389 2.25852 1.46069 0.1 -0.1 0.2 0.023
H -0.23405 4.64743 5.21487 0.3 -0.2 -0.2 0.003
H -1.50917 5.60286 4.53844 0.0 0.2 0.0 0.002
H 0.14515 6.15463 4.33115 0.1 -0.3 -0.3 0.002
B -0.87382 -0.82886 -0.20434 1.3 2.4 -1.9 0.005
F -1.53267 -0.14465 0.70666 -2.7 2.1 2.0 -0.001
F -1.48453 -0.96537 -1.44551 -0.9 0.7 -1.1 0.004
F 0.35949 -0.18942 -0.35204 1.3 0.3 -0.4 -0.019
F -0.68337 -2.03453 0.23032 0.9 -5.2 1.9 0.002
O 6.03024 -0.89196 -1.35621 -0.8 -0.6 -0.1 0.000
C 5.02807 -0.27601 -1.00883 -0.1 -2.2 0.9 0.000
N 5.11750 1.04355 -0.96085 0.0 2.1 -0.1 0.000
C 3.66218 -0.93771 -0.51229 2.0 1.1 -1.6 -0.002
H 4.47581 1.69419 -0.53074 -0.3 -0.2 -0.1 0.000
H 6.02766 1.38601 -1.23370 -0.1 0.1 0.0 0.000
H 3.35323 -1.57556 -1.34041 -0.1 -0.1 0.1 0.000
H 2.96004 -0.10782 -0.43239 -0.3 -0.4 0.6 0.003
H 3.85498 -1.55635 0.36419 -0.2 0.3 0.0 0.000
O -6.85937 -0.65778 -1.48396 0.1 -0.7 -0.1 0.000
C -5.72038 -1.08099 -1.56849 0.3 2.4 0.3 0.000
N -4.68099 -0.20536 -1.19374 -0.1 -1.3 -0.6 0.002
C -5.35484 -2.41381 -2.18273 -0.1 0.6 -0.1 0.000
H -3.75757 -0.57177 -1.01170 0.0 0.1 -0.1 -0.001
H -4.90917 0.67902 -0.76256 -0.3 -0.4 0.0 0.000
H -4.57567 -2.30442 -2.93706 0.3 0.1 0.2 0.000
H -6.24028 -2.74281 -2.72667 0.0 -0.4 0.5 0.000
H -5.02255 -3.08263 -1.38879 -0.1 -0.3 -0.2 0.000
O 2.62514 -3.71300 3.00013 0.7 -1.0 0.7 0.000
C 1.91338 -3.42349 2.05678 0.9 -1.8 1.1 0.000
N 1.66768 -2.13461 1.88357 -1.2 0.7 -1.5 -0.001
C 1.43745 -4.53382 1.09409 -0.2 1.5 0.0 0.000
H 2.11634 -1.50911 2.53744 -0.5 -0.2 -0.3 0.000
H 0.94539 -1.91076 1.21403 0.2 0.8 0.2 0.000
H 2.35582 -5.00274 0.74080 -0.2 -0.1 -0.1 0.000
H 0.87512 -4.09299 0.27095 0.1 -0.2 -0.2 0.000
H 0.78638 -5.26234 1.57726 0.3 0.1 0.2 0.000
O 3.16963 2.54267 0.70097 -0.1 1.8 -0.9 -0.001
C 3.45405 2.05569 1.78284 1.4 -1.2 -1.9 0.005
N 2.63835 1.15336 2.25211 -1.9 -2.0 1.8 0.000
C 4.76436 2.27632 2.43460 0.2 0.8 1.0 -0.002
H 2.89813 0.42380 2.90046 0.1 0.5 0.2 0.000
H 1.78902 0.99377 1.72936 0.0 -0.1 -0.2 0.002
H 4.54391 2.39326 3.49565 0.3 0.7 0.2 0.000
H 5.16965 3.16044 1.94250 0.2 0.1 0.5 0.000
H 5.53592 1.50668 2.45571 -0.5 -0.5 -0.7 0.000
O -0.35643 -5.46876 -2.77551 0.2 -0.5 -0.8 0.000
C -0.35970 -4.29802 -2.43839 1.1 -2.0 -0.7 0.000
N -1.41030 -3.77298 -1.83854 -0.1 1.4 0.2 -0.001
C 0.87604 -3.44835 -2.61593 0.3 0.8 0.1 0.000
H -1.14324 -2.94383 -1.32738 -1.4 0.0 0.0 -0.001
H -2.29263 -4.26255 -1.88232 0.3 0.2 0.5 0.000
H 1.62740 -3.71390 -1.87226 -0.1 -0.1 0.1 0.000
H 0.68364 -2.37943 -2.52370 -0.1 0.1 0.2 0.001
H 1.35353 -3.57972 -3.58693 -0.3 -0.4 0.0 0.000
C -3.41817 -2.82680 2.17423 -0.2 0.8 0.0 0.000
Cl -3.63944 -4.56118 2.19751 -0.2 -0.3 0.7 0.000
Cl -2.74752 -2.03518 3.68464 -0.2 -1.1 -1.2 0.000
Cl -4.96489 -1.98534 1.82300 0.5 -0.4 -0.1 0.000
H -2.75361 -2.75171 1.31352 0.1 1.0 0.5 0.000
```
Positions in Å, forces in eV/Å.

## Properties
lowest unoccupied orbital energy (spin up / spin down): -0.689 / -1.211 eV
E_tot: -3465.03302 hartree
largest force on an atom: 5.6 eV/Å
spin multiplicity: 2
total charge: 0
expectation value of S²: 0.77

---

# 3
# C21H28ClMnN4SSe

A structure of composition C21H28ClMnN4SSe (wB97M-V/def2-TZVPD, the OMol25 dataset).

```
57
Properties=species:S:1:pos:R:3:forces:R:3:mulliken_spin:R:1
Mn 0.82529 1.09913 0.23645 0.2 0.8 -1.1 4.750
C 1.62969 4.27603 -0.55795 0.4 -0.3 0.0 0.006
C 2.79609 3.32423 -0.86085 -0.2 0.1 0.0 0.000
N 2.96589 2.35483 0.23315 0.3 -0.3 0.0 0.055
C 3.45479 2.95553 1.48085 -0.1 -0.1 0.2 -0.009
C 2.83229 2.32653 2.72315 -0.4 0.1 -0.1 0.007
S 0.99899 2.22393 2.72585 0.1 0.0 -0.2 0.025
C 0.44959 3.93463 2.36465 0.1 -0.4 -0.1 0.000
C -0.27671 4.05893 1.02555 -0.1 0.0 0.1 -0.009
N 0.47189 3.49813 -0.10135 -0.6 -0.2 -0.5 0.014
H 1.91289 4.99543 0.21185 -0.1 0.0 0.0 -0.003
H 1.40159 4.84593 -1.46385 0.0 0.0 0.1 0.003
H 2.55359 2.75073 -1.76135 0.1 0.1 0.1 -0.010
H 3.70799 3.90783 -1.04485 -0.1 -0.1 0.0 0.003
H 3.64089 1.65443 -0.07245 -0.2 0.1 0.0 0.003
H 4.54309 2.85693 1.57685 -0.1 0.1 -0.1 0.003
H 3.22789 4.02213 1.47595 0.1 0.0 0.0 -0.003
H 3.14429 1.28693 2.83655 0.0 0.0 0.0 0.000
H 3.13639 2.87983 3.61265 0.0 -0.1 0.0 0.001
H -0.23631 4.20843 3.16565 0.1 0.1 0.0 0.000
H 1.32709 4.57193 2.42865 0.0 0.1 0.0 0.001
H -1.21531 3.49813 1.08375 0.1 0.1 0.0 0.004
H -0.52761 5.11873 0.86695 0.0 -0.1 0.0 0.002
H -0.17651 3.40273 -0.88605 0.2 0.1 0.3 0.001
C -2.12121 -0.71997 1.45155 0.2 0.4 0.4 -0.023
N -2.33291 -1.25897 0.13845 0.1 0.2 -0.7 0.002
C -2.20791 -0.56107 -1.00635 0.0 0.1 0.0 0.013
Se -1.64691 1.16553 -1.14335 0.1 0.7 0.1 0.066
N -2.59291 -1.33807 -2.03695 0.0 0.2 0.3 0.005
C -2.94131 -2.58097 -1.56315 -0.2 -0.5 0.7 0.001
C -3.37211 -3.73477 -2.19765 0.0 0.2 0.1 0.001
C -3.63131 -4.83127 -1.39705 0.0 0.0 -0.1 0.001
C -3.46271 -4.77987 -0.01455 0.0 0.0 0.1 0.001
C -3.03531 -3.63327 0.62695 -0.1 0.2 -0.1 0.000
C -2.77591 -2.52947 -0.16835 -0.4 -0.7 -0.5 -0.001
H -1.29901 0.01843 1.42465 -0.5 -0.5 0.1 0.013
H -1.87061 -1.52297 2.13975 0.1 0.0 0.0 -0.001
H -3.02201 -0.20997 1.79985 0.0 0.0 0.0 -0.001
H -2.57641 -1.04357 -2.99985 0.1 0.1 0.1 0.000
H -3.50861 -3.76677 -3.26465 0.0 0.0 -0.2 0.000
H -3.97331 -5.75067 -1.84725 0.0 0.0 -0.1 0.000
H -3.68881 -5.65537 0.57105 0.0 -0.1 0.1 0.000
H -2.91721 -3.59477 1.69735 0.0 0.0 0.1 0.000
Cl 1.41189 -1.06037 1.48585 0.3 -0.2 0.6 0.043
C 0.96369 -2.10747 0.15585 -0.3 0.1 -1.0 -0.008
C 0.52409 -3.38457 0.41515 -0.1 -0.2 0.0 -0.006
C 0.04989 -4.15927 -0.63395 0.1 0.0 0.1 0.012
C -0.01911 -3.61507 -1.90935 0.0 -0.2 0.1 -0.002
C 0.42909 -2.33577 -2.15555 0.2 0.1 0.3 0.016
C 0.99529 -1.54417 -1.13865 0.1 -0.6 0.2 -0.018
C 1.59779 -0.25857 -1.39325 0.1 1.2 0.7 0.075
H 0.54469 -3.77547 1.42035 0.0 0.0 0.1 -0.002
H -0.28911 -5.16377 -0.44765 0.0 -0.2 0.0 0.001
H -0.40291 -4.20687 -2.72645 -0.1 -0.1 -0.1 0.000
H 0.38969 -1.93037 -3.15635 0.1 0.0 -0.1 0.000
H 2.61399 -0.19907 -0.98045 0.1 -0.3 -0.3 -0.011
H 1.57959 0.01653 -2.44595 0.0 0.1 0.1 -0.022
```
Positions in Å, forces in eV/Å.

## Properties
lowest unoccupied orbital energy (spin up / spin down): -1.885 / -1.966 eV
E_tot: -5446.70156 hartree
largest force on an atom: 1.4 eV/Å
spin multiplicity: 6
total charge: +1
expectation value of S²: 8.76
ΔE to the lowest compared entry with this formula, charge and spin: 0.293 eV

---

# 4
# C4H11NS

A cluster of 2 separate species, C4H11NS in total (wB97M-V/def2-TZVPD, the OMol25 dataset).

```
17
Properties=species:S:1:pos:R:3:forces:R:3:nbo_charge:R:1
C -0.61609 1.57300 -0.48049 1.5 1.3 -0.9 -0.069
N -0.63096 2.64259 -1.17586 -0.8 -2.2 -0.5 -0.390
C 0.59207 3.35249 -1.34507 0.3 1.4 0.2 -0.456
H -1.25447 0.74799 -0.72391 -1.2 0.1 0.6 0.175
H 0.23824 1.38472 0.18239 0.1 -0.4 -0.1 0.135
H 0.50851 4.27039 -0.73354 0.8 -0.4 0.0 0.209
H 1.51927 2.74547 -1.26445 -0.5 0.4 0.7 0.184
H 0.62515 3.74006 -2.36590 -0.2 -0.1 -0.1 0.208
C -1.01671 -1.23221 1.15259 -0.7 -1.4 0.6 -0.747
S 0.64134 -1.75525 1.61331 0.1 0.2 -0.2 0.171
C 0.85506 -3.26862 0.62399 -0.2 0.3 -0.2 -0.751
H -1.13874 -1.25650 0.07387 0.0 0.4 0.0 0.209
H -1.74441 -1.95918 1.56380 0.3 0.3 -0.2 0.213
H -1.24942 -0.28826 1.63473 0.2 0.2 -0.3 0.234
H 0.79437 -4.11188 1.30774 0.6 -0.1 -0.2 0.224
H 1.79150 -3.12556 0.06800 -0.1 -0.6 0.5 0.231
H 0.08527 -3.45927 -0.13121 -0.1 0.5 0.2 0.222
```
Positions in Å, forces in eV/Å.

## Properties
lowest unoccupied orbital energy: 0.950 eV
SMILES: C=NC.CSC
E_tot: -611.87031 hartree
largest force on an atom: 2.4 eV/Å
total charge: 0
ΔE to the lowest compared entry with this formula, charge and spin: 1.954 eV

---

# 5
# C5H10O2

A cluster of 2 separate species, C5H10O2 in total (wB97M-V/def2-TZVPD, the OMol25 dataset).

```
17
Properties=species:S:1:pos:R:3:forces:R:3:nbo_charge:R:1
C -2.01275 -0.54932 0.96234 -0.1 -0.1 0.1 -0.724
C -1.07787 0.30526 0.16947 0.0 0.4 0.6 0.615
O -1.25755 1.50543 0.13498 0.3 -0.5 0.5 -0.552
C 0.17022 -0.42812 -0.35073 -0.2 0.1 -0.1 0.001
C 1.44338 0.34896 -0.70943 0.0 0.1 0.0 -0.451
C 2.00272 -0.24762 0.58838 0.4 0.1 0.1 -0.056
O 0.78103 -0.96476 0.84666 0.0 -0.2 0.1 -0.532
H -2.96714 -0.02817 1.04697 0.1 -0.1 0.1 0.239
H -2.13944 -1.56084 0.57074 0.1 0.1 0.0 0.225
H -1.53637 -0.61736 1.94341 -0.2 -0.2 0.1 0.259
H -0.08693 -1.23446 -1.05473 -0.1 0.2 0.1 0.197
H 1.93368 0.00775 -1.62513 -0.1 0.1 0.2 0.218
H 1.34225 1.43461 -0.73221 -0.1 -0.2 0.1 0.232
H 2.22788 0.47525 1.38079 -0.1 -0.1 -0.1 0.178
H 2.84220 -0.94249 0.48018 -0.1 0.1 0.0 0.177
H -0.83144 1.05151 -2.16835 0.1 0.6 -0.2 -0.084
H -0.85265 1.54962 -1.58776 0.1 -0.4 -1.4 0.058
```
Positions in Å, forces in eV/Å.

## Properties
lowest unoccupied orbital energy: 0.962 eV
SMILES: CC(=O)[C@H]1CCO1.[H][H]
E_tot: -346.89351 hartree
largest force on an atom: 1.5 eV/Å
total charge: 0
ΔE to the lowest compared entry with this formula, charge and spin: 3.590 eV

---

# 6
# C11H11BrCoO2

A structure of composition C11H11BrCoO2 (wB97M-V/def2-TZVPD, the OMol25 dataset).

```
26
Properties=species:S:1:pos:R:3:forces:R:3:mulliken_spin:R:1
C -0.09316 0.68846 -2.00236 0.0 0.7 -1.0 0.123
C -0.52633 1.94766 -1.50126 0.4 0.5 -1.8 0.011
C 0.59441 2.58637 -0.85798 0.2 0.6 -1.1 0.048
H -1.54832 2.29655 -1.58470 0.3 0.1 0.2 0.001
C 1.71327 1.66456 -0.94128 0.4 0.8 -1.1 0.010
C 1.26140 0.49109 -1.63100 0.5 0.4 -1.1 0.064
H 1.82372 -0.40828 -1.87836 0.0 0.4 0.2 0.012
H -0.67110 0.02900 -2.63764 0.0 0.0 0.4 0.007
H 0.52384 3.50117 -0.26722 0.3 -0.3 -0.3 -0.003
H 2.70755 1.80647 -0.53036 -0.4 0.0 0.1 0.004
Co 0.18908 0.92123 0.06679 -1.8 -2.8 5.3 2.571
Br -2.01346 1.05896 1.44465 -0.1 0.5 -0.1 0.174
C -0.82932 -2.07329 1.43816 2.2 -1.5 -0.7 0.096
C 0.17607 -2.40721 0.49308 -1.3 0.2 2.4 0.152
C -0.37576 -2.24203 -0.80925 -2.0 0.8 -0.5 0.340
H 1.19572 -2.69925 0.71904 -0.2 0.1 0.0 0.009
C -1.72359 -1.80024 -0.66383 0.9 -0.6 -0.6 -0.071
C -2.01602 -1.74847 0.72710 -0.1 0.1 -1.0 0.374
H -2.98059 -1.53741 1.16784 0.2 -0.1 -0.1 0.004
H -0.74764 -2.11758 2.51879 0.1 0.2 -0.3 0.002
H 0.17900 -2.33527 -1.74396 -0.3 -0.1 0.3 -0.003
H -2.40188 -1.48755 -1.45847 0.3 -0.2 0.3 0.003
O 1.72811 2.15979 2.16329 -0.8 -1.6 1.3 0.005
C 1.37300 1.00912 2.51989 0.8 -0.2 -2.2 -0.001
O 0.96702 0.08244 1.67799 0.8 1.3 1.9 0.063
H 1.49500 0.61374 3.57104 -0.2 0.6 -0.6 0.003
```
Positions in Å, forces in eV/Å.

## Properties
lowest unoccupied orbital energy (spin up / spin down): 3.579 / 1.819 eV
E_tot: -4533.00904 hartree
largest force on an atom: 6.2 eV/Å
spin multiplicity: 5
total charge: -1
expectation value of S²: 6.02